1.
{"formula": "C5H5N", "method": "the ωB97M-V functional and the def2-TZVPD basis", "spin_multiplicity": 1, "species": ["C", "C", "C", "N", "C", "C", "H", "H", "H", "H", "H"], "positions_angstrom": [[0.461, 0.824, 0.941], [-0.103, -0.185, -0.029], [-0.767, -1.333, 0.610], [-1.274, -2.183, 1.175], [-0.575, 0.216, -1.494], [0.511, -0.478, -1.362], [1.080, 0.410, 1.735], [-0.230, 1.337, 1.600], [0.932, 1.644, 0.457], [-1.411, 0.693, -1.728], [1.376, -0.945, -1.904]], "forces_ev_per_a": [[-0.307, 0.040, 1.123], [-0.279, -0.495, -0.775], [0.674, 1.679, -0.648], [-0.596, -1.089, 0.563], [3.667, -2.630, 3.442], [0.538, 0.284, -1.239], [0.696, -0.449, -0.515], [-1.158, -0.115, -0.297], [0.857, 0.375, -0.694], [-3.023, 1.875, -1.765], [-1.069, 0.526, 0.804]], "mulliken_charge": [-1.368, 0.654, 0.216, -0.414, -0.489, -0.557, 0.342, 0.359, 0.389, 0.563, 0.304]}


2.
{"formula": "C5H7NS", "method": "the ωB97M-V functional and the def2-TZVPD basis", "spin_multiplicity": 1, "species": ["S", "C", "C", "C", "C", "C", "N", "H", "H", "H", "H", "H", "H", "H"], "positions_angstrom": [[-1.868, -2.041, 1.677], [-0.867, -1.094, 0.786], [0.560, -0.941, 1.130], [1.286, -0.140, 0.310], [0.959, 0.651, -0.827], [-0.649, 0.938, -0.714], [-1.298, -0.243, -0.161], [0.944, -1.462, 2.059], [2.311, -0.043, 0.580], [1.146, 0.184, -1.741], [1.640, 1.515, -0.866], [-0.837, 1.797, 0.006], [-1.123, 1.213, -1.664], [-2.206, -0.335, -0.575]], "forces_ev_per_a": [[-0.232, -0.523, -0.200], [0.143, 0.816, 0.908], [0.173, 0.574, -0.614], [1.298, -2.230, 3.132], [-3.454, 2.179, -0.178], [2.197, 0.999, 0.970], [-0.280, 0.239, -1.511], [-0.440, 0.780, -1.522], [0.923, -0.122, 0.348], [0.251, -1.273, -1.582], [-0.789, 0.231, 0.209], [0.422, -0.770, -0.802], [0.270, -0.287, 0.204], [-0.482, -0.615, 0.638]], "mulliken_charge": [-0.353, 0.236, -0.456, -0.108, -0.698, -0.574, -0.184, 0.312, 0.341, 0.293, 0.354, 0.245, 0.366, 0.225]}


3.
{"formula": "C52H63N3O3P", "method": "the ωB97M-V functional and the def2-TZVPD basis", "total_charge": 1, "spin_multiplicity": 1, "species": ["C", "C", "C", "C", "C", "C", "C", "O", "N", "C", "N", "C", "C", "P", "N", "O", "O", "H", "H", "H", "H", "H", "H", "H", "H", "H", "H", "H", "H", "H", "H", "H", "H", "H", "H", "H", "H", "H", "C", "C", "C", "C", "C", "C", "H", "H", "H", "H", "H", "H", "C", "C", "C", "C", "C", "C", "H", "H", "H", "H", "H", "H", "C", "C", "C", "C", "C", "C", "H", "H", "H", "H", "H", "H", "C", "C", "C", "C", "C", "C", "H", "H", "H", "H", "H", "H", "C", "C", "C", "C", "C", "C", "H", "H", "H", "H", "H", "H", "C", "C", "C", "C", "C", "C", "H", "H", "H", "H", "H", "H", "C", "C", "C", "C", "C", "C", "H", "H", "H", "H", "H", "H"], "positions_angstrom": [[-1.864, -0.570, -2.458], [-1.150, 0.786, -1.964], [-1.382, 0.938, -0.361], [0.383, 0.967, -2.415], [1.125, -0.363, -2.915], [2.464, 0.142, -3.711], [1.692, -1.285, -1.706], [0.630, -1.621, -0.737], [1.149, -2.378, 0.247], [1.108, -3.811, 0.205], [1.757, -4.301, 1.413], [2.209, -3.169, 2.215], [1.791, -1.861, 1.467], [2.049, -0.061, 2.030], [3.244, 0.082, 3.076], [0.599, 0.440, 2.818], [2.369, 0.975, 0.707], [-1.725, -1.435, -1.708], [-1.594, -0.883, -3.537], [-3.002, -0.355, -2.486], [-1.738, 1.662, -2.445], [-2.007, 0.068, 0.071], [-0.367, 0.996, 0.201], [-1.929, 1.934, -0.143], [0.511, 1.793, -3.201], [0.958, 1.342, -1.478], [0.549, -0.991, -3.674], [2.937, -0.693, -4.335], [3.207, 0.681, -3.031], [2.071, 0.941, -4.453], [2.144, -2.257, -2.147], [2.573, -0.769, -1.161], [0.651, -4.506, -0.591], [1.819, -5.315, 1.578], [2.763, -3.282, 3.212], [3.898, 0.750, 2.624], [-0.192, 0.136, 2.303], [1.832, 1.805, 0.829], [5.833, -0.785, 7.837], [7.033, -0.215, 7.424], [7.184, 0.214, 6.108], [6.131, 0.081, 5.208], [4.929, -0.486, 5.622], [4.781, -0.923, 6.936], [5.717, -1.121, 8.862], [7.852, -0.105, 8.127], [8.123, 0.652, 5.785], [6.247, 0.419, 4.183], [4.107, -0.588, 4.920], [3.846, -1.369, 7.257], [-6.852, 0.364, 0.963], [-6.508, 1.712, 1.022], [-5.739, 2.280, 0.010], [-5.324, 1.502, -1.067], [-5.672, 0.158, -1.127], [-6.431, -0.414, -0.112], [-7.448, -0.079, 1.753], [-6.838, 2.320, 1.858], [-5.465, 3.329, 0.059], [-4.729, 1.944, -1.860], [-5.349, -0.447, -1.968], [-6.697, -1.465, -0.158], [-8.017, -5.400, 0.345], [-7.421, -6.434, 1.061], [-6.037, -6.580, 1.051], [-5.248, -5.686, 0.332], [-5.844, -4.650, -0.381], [-7.229, -4.509, -0.378], [-9.097, -5.289, 0.351], [-8.035, -7.127, 1.627], [-5.573, -7.390, 1.604], [-4.169, -5.798, 0.328], [-5.228, -3.952, -0.940], [-7.694, -3.705, -0.938], [-11.961, -4.073, -3.525], [-11.364, -5.107, -2.810], [-9.981, -5.253, -2.820], [-9.192, -4.359, -3.538], [-9.788, -3.323, -4.251], [-11.173, -3.182, -4.248], [-13.040, -3.961, -3.520], [-11.979, -5.800, -2.244], [-9.516, -6.063, -2.267], [-8.112, -4.470, -3.543], [-9.173, -2.625, -4.810], [-11.638, -2.378, -4.808], [7.856, 2.535, 1.236], [8.529, 1.820, 0.250], [7.814, 1.056, -0.667], [6.424, 1.015, -0.604], [5.751, 1.733, 0.380], [6.467, 2.490, 1.302], [8.414, 3.128, 1.954], [9.612, 1.857, 0.197], [8.339, 0.493, -1.432], [5.866, 0.423, -1.323], [4.667, 1.703, 0.427], [5.943, 3.046, 2.073], [-1.188, 4.666, -6.200], [-2.564, 4.828, -6.077], [-3.380, 3.720, -5.868], [-2.818, 2.450, -5.773], [-1.440, 2.289, -5.892], [-0.625, 3.396, -6.111], [-0.552, 5.530, -6.367], [-3.002, 5.819, -6.144], [-4.454, 3.846, -5.778], [-3.453, 1.587, -5.605], [-1.002, 1.299, -5.817], [0.448, 3.269, -6.210], [8.776, 5.245, 5.546], [9.129, 6.590, 5.602], [9.910, 7.148, 4.594], [10.329, 6.362, 3.523], [9.972, 5.019, 3.465], [9.199, 4.458, 4.479], [8.170, 4.810, 6.334], [8.797, 7.204, 6.433], [10.191, 8.194, 4.641], [10.933, 6.798, 2.735], [10.298, 4.407, 2.630], [8.925, 3.409, 4.436]], "forces_ev_per_a": [[-0.904, 0.369, -0.158], [-0.765, 0.243, -0.034], [0.151, 0.436, -0.008], [0.195, -0.336, 0.917], [1.765, 0.492, 0.218], [-1.101, 0.378, -0.503], [1.354, 0.393, -1.779], [0.473, 0.147, -0.329], [1.074, -3.743, 2.632], [1.485, 1.531, 2.683], [-1.198, 4.584, -2.244], [-1.597, 2.008, -2.791], [0.131, -5.135, 0.160], [1.143, 2.769, 2.248], [-1.866, -0.420, -2.459], [1.772, -1.811, -2.866], [-2.094, -1.259, 1.682], [0.032, 1.302, -1.346], [-0.271, 0.464, 1.833], [1.819, -0.399, 0.140], [0.999, -1.495, 0.696], [0.952, 1.412, -0.706], [-1.606, -0.199, -0.942], [0.820, -1.728, -0.239], [-0.421, -1.368, 1.011], [-0.739, -0.575, -1.611], [0.527, 0.889, 1.347], [-0.478, 1.178, 1.112], [-0.940, -0.961, -0.843], [0.791, -1.365, 1.086], [-1.001, 1.345, 0.731], [-1.674, -0.515, -0.710], [0.845, 1.637, 1.370], [0.176, 0.855, 0.261], [-1.019, 0.227, -1.835], [-0.186, -0.603, 0.555], [0.522, 0.394, 0.545], [0.573, -0.998, -0.179], [-0.022, 0.009, -0.061], [-0.043, -0.016, -0.039], [-0.104, -0.006, -0.004], [-0.007, -0.046, 0.140], [-0.056, -0.159, 0.124], [0.237, 0.075, -0.012], [0.024, 0.038, -0.082], [-0.075, -0.018, -0.068], [-0.065, -0.030, 0.038], [-0.001, -0.029, 0.050], [0.231, 0.074, 0.190], [0.058, 0.051, -0.005], [0.072, 0.047, -0.068], [0.055, -0.058, -0.066], [-0.021, -0.096, 0.015], [0.018, 0.050, 0.093], [0.011, -0.058, 0.034], [0.003, 0.071, 0.042], [0.046, 0.041, -0.078], [0.031, -0.058, -0.083], [-0.048, -0.078, -0.013], [-0.053, -0.009, 0.040], [-0.063, 0.035, 0.053], [0.003, 0.081, 0.017], [0.103, 0.003, 0.005], [0.041, 0.045, -0.053], [0.002, 0.085, -0.044], [-0.138, 0.004, 0.014], [-0.057, -0.056, 0.051], [0.068, -0.044, 0.072], [0.098, 0.006, -0.014], [0.061, 0.062, -0.061], [-0.048, 0.066, -0.038], [-0.079, -0.008, -0.006], [-0.058, -0.047, 0.031], [-0.003, -0.083, 0.031], [0.098, 0.016, -0.010], [0.050, 0.046, -0.039], [-0.024, 0.087, -0.042], [-0.123, 0.009, 0.016], [-0.029, -0.050, 0.045], [0.025, -0.075, 0.069], [0.098, -0.012, -0.002], [0.053, 0.054, -0.067], [-0.024, 0.066, -0.047], [-0.082, -0.014, -0.006], [-0.063, -0.067, 0.038], [0.038, -0.064, 0.050], [-0.014, -0.056, -0.024], [-0.099, -0.012, 0.016], [-0.068, 0.029, 0.034], [0.070, 0.046, 0.094], [0.100, -0.010, 0.024], [0.027, -0.060, -0.044], [-0.097, -0.045, -0.086], [-0.104, -0.011, 0.006], [-0.040, 0.062, 0.058], [0.049, 0.040, 0.031], [0.112, 0.017, -0.039], [0.058, -0.004, -0.051], [-0.038, -0.069, 0.030], [0.036, -0.073, 0.001], [0.094, -0.023, 0.023], [0.041, 0.068, 0.028], [-0.024, 0.078, 0.046], [-0.090, 0.009, 0.055], [-0.061, -0.080, 0.006], [0.043, -0.100, -0.009], [0.092, -0.009, -0.009], [0.042, 0.063, -0.035], [-0.036, 0.059, -0.041], [-0.073, 0.020, -0.014], [0.030, 0.015, -0.064], [0.031, -0.046, -0.059], [-0.033, -0.109, -0.024], [-0.050, -0.019, 0.059], [-0.052, 0.036, 0.097], [0.025, 0.135, -0.026], [0.056, 0.034, -0.065], [0.041, -0.063, -0.073], [-0.030, -0.090, -0.009], [-0.048, -0.042, 0.073], [0.018, 0.066, 0.074], [0.015, 0.061, 0.021]], "mulliken_charge": [-1.102, 0.502, -0.438, -0.677, 0.200, -1.269, -0.373, 0.152, -0.028, -0.298, -0.074, -0.407, 0.047, 0.799, -0.373, -0.516, -0.514, 0.148, 0.330, 0.085, 0.617, 0.299, -0.374, 0.235, 0.308, -0.049, 0.368, 0.365, 0.256, 0.327, 0.370, 0.112, 0.412, 0.270, 0.474, 0.023, 0.354, 0.313, -0.345, -0.524, -0.412, -0.497, -0.010, -0.597, 0.365, 0.367, 0.387, 0.423, 0.567, 0.360, -0.530, -0.327, -0.581, -0.284, -0.557, -0.098, 0.385, 0.379, 0.393, 0.527, 0.370, 0.335, -0.590, -0.392, -0.397, -0.357, -0.403, -0.342, 0.455, 0.369, 0.351, 0.344, 0.410, 0.559, -0.382, -0.472, -0.318, -0.383, -0.443, -0.376, 0.363, 0.361, 0.494, 0.440, 0.358, 0.361, 0.148, -0.508, -0.447, -0.510, -0.091, -0.661, 0.011, 0.381, 0.378, 0.355, 0.494, 0.437, -0.427, -0.384, -0.454, -0.407, -0.211, -0.423, 0.373, 0.375, 0.386, 0.407, 0.392, 0.379, -0.495, -0.345, -0.391, -0.438, -0.296, -0.329, 0.371, 0.364, 0.355, 0.355, 0.405, 0.469]}


Number 1: HOMO level -0.3736 hartree, gap between HOMO and LUMO 11.08 eV, LUMO energy 0.9 eV. Number 2: HOMO level -0.3009 hartree, gap between HOMO and LUMO 8.35 eV, LUMO energy 0.2 eV. Number 3: HOMO level -0.3886 hartree, gap between HOMO and LUMO 6.57 eV, LUMO energy -4.0 eV.